{
  "formula": "C5H10N3OS",
  "method": "the ωB97M-V functional and the def2-TZVPD basis",
  "elements": ["C", "C", "C", "C", "C", "N", "N", "N", "O", "S", "H", "H", "H", "H", "H", "H", "H", "H", "H", "H"],
  "coordinates": [[-0.698, -0.979, 0.328], [-1.134, 1.259, 0.267], [-0.712, -2.275, 0.132], [1.048, 2.104, -0.249], [1.727, -0.748, -0.532], [-1.705, 0.001, 0.352], [0.238, 1.143, 0.374], [0.628, -0.257, 0.388], [-1.710, 2.245, 0.169], [-3.323, -0.271, -0.231], [0.140, -2.899, 0.038], [-1.546, -2.866, 0.197], [1.690, 2.705, 0.423], [1.609, 1.485, -1.084], [0.273, 2.892, -0.692], [1.257, -0.889, -1.561], [2.530, 0.015, -0.539], [2.401, -1.579, -0.183], [1.056, -0.430, 1.343], [-3.768, -0.657, 1.057]],
  "multiplicity": 3,
  "s_squared": 2.00,
  "gap_ev": [6.2, 6.5],
  "total_charge": 1
}

***

{
  "formula": "C5H7NO",
  "method": "the ωB97M-V functional and the def2-TZVPD basis",
  "elements": ["O", "C", "C", "C", "C", "C", "N", "H", "H", "H", "H", "H", "H", "H"],
  "coordinates": [[-0.445, 2.308, 0.123], [-0.214, 1.117, 0.090], [-0.854, 0.099, 0.992], [-0.813, -1.226, 0.740], [0.158, -1.807, -0.289], [1.246, -0.748, -0.599], [0.579, 0.511, -0.880], [-1.428, 0.569, 1.819], [-1.364, -1.919, 1.360], [0.603, -2.702, 0.214], [-0.374, -2.086, -1.204], [1.986, -0.651, 0.254], [1.824, -1.077, -1.480], [1.129, 1.212, -1.390]],
  "multiplicity": 1,
  "gap_ev": 10.5
}

***

{
  "formula": "C16H16BN9O7Ti",
  "method": "the ωB97M-V functional and the def2-TZVPD basis",
  "elements": ["H", "N", "B", "N", "C", "Ti", "H", "C", "H", "C", "H", "C", "H", "H", "H", "N", "N", "N", "N", "C", "C", "H", "H", "C", "C", "C", "C", "H", "H", "H", "H", "H", "O", "N", "O", "C", "C", "C", "C", "O", "C", "C", "N", "O", "O", "N", "O", "O", "H", "H"],
  "coordinates": [[0.998, 3.513, -0.428], [0.562, 1.854, -1.686], [0.001, 0.389, -3.744], [0.379, 1.731, -3.061], [0.488, 2.936, -3.631], [0.676, 0.317, -0.426], [0.343, 3.023, -4.700], [0.766, 3.886, -2.644], [0.891, 4.945, -2.789], [0.823, 3.180, -1.440], [0.012, 0.470, -4.944], [-1.628, -3.525, 1.512], [-1.105, -4.388, 1.934], [-0.889, -2.861, 1.046], [-2.362, -3.812, 0.747], [-1.426, -0.016, -3.244], [0.924, -0.763, -3.264], [-1.603, -0.166, -1.886], [1.144, -1.006, -1.912], [-2.565, -0.303, -3.901], [1.547, -1.695, -3.991], [-2.609, -0.242, -4.972], [1.487, -1.664, -5.071], [-3.521, -0.656, -2.945], [2.191, -2.583, -3.121], [-2.873, -0.551, -1.698], [1.929, -2.120, -1.829], [-4.536, -0.940, -3.123], [2.767, -3.442, -3.400], [-3.263, -0.732, -0.708], [2.247, -2.482, -0.864], [-2.057, -2.903, 2.268], [0.390, 1.144, 7.341], [1.312, 1.051, 6.505], [2.521, 1.183, 6.801], [0.942, 0.772, 5.140], [-0.413, 0.670, 4.777], [-0.774, 0.414, 3.459], [0.215, 0.316, 2.445], [-0.166, 0.175, 1.185], [1.590, 0.473, 2.811], [1.938, 0.658, 4.161], [2.585, 0.402, 1.813], [3.774, 0.287, 2.094], [2.259, 0.514, 0.503], [-2.187, 0.356, 3.066], [-3.012, 0.931, 3.811], [-2.524, -0.273, 2.043], [-1.180, 0.806, 5.541], [2.991, 0.730, 4.416]],
  "multiplicity": 1,
  "gap_ev": [4.5, 4.5],
  "total_charge": 2
}

***

{
  "formula": "C9H20N2O3S",
  "method": "the ωB97M-V functional and the def2-TZVPD basis",
  "elements": ["H", "N", "C", "C", "C", "S", "C", "C", "O", "O", "H", "H", "H", "H", "H", "H", "H", "H", "C", "N", "C", "C", "C", "O", "H", "H", "H", "H", "H", "H", "H", "H", "H", "H", "H"],
  "coordinates": [[-0.162, -0.268, -0.891], [-0.822, -1.043, -0.863], [-1.734, -0.979, 0.007], [-1.982, 0.104, 1.010], [-3.259, 0.879, 0.676], [-3.157, 1.761, -0.918], [-2.323, 3.277, -0.363], [-2.656, -2.185, 0.061], [-3.512, -2.322, 0.892], [-2.380, -3.082, -0.878], [-1.125, 0.781, 1.045], [-2.125, -0.357, 1.990], [-3.466, 1.620, 1.447], [-4.102, 0.194, 0.598], [-1.360, 3.032, 0.079], [-2.958, 3.795, 0.353], [-2.175, 3.896, -1.243], [-1.637, -2.741, -1.419], [3.009, 0.833, -1.095], [2.113, 0.287, -0.094], [1.941, 1.225, 0.997], [2.519, -1.025, 0.383], [2.418, -2.096, -0.719], [1.998, -3.343, -0.226], [2.561, 1.739, -1.504], [3.999, 1.087, -0.685], [3.141, 0.119, -1.904], [2.878, 1.435, 1.536], [1.561, 2.166, 0.597], [1.219, 0.827, 1.710], [3.534, -1.012, 0.811], [1.827, -1.306, 1.186], [1.731, -1.740, -1.500], [3.396, -2.287, -1.169], [1.091, -3.269, 0.093]],
  "multiplicity": 1,
  "gap_ev": 9.1
}

***

{
  "formula": "C12H17Cl2NO4",
  "method": "the ωB97M-V functional and the def2-TZVPD basis",
  "elements": ["C", "C", "C", "C", "Cl", "C", "O", "C", "Cl", "C", "N", "C", "C", "O", "C", "O", "C", "O", "C", "H", "H", "H", "H", "H", "H", "H", "H", "H", "H", "H", "H", "H", "H", "H", "H", "H"],
  "coordinates": [[2.179, 1.687, -4.073], [2.287, 0.961, -2.918], [1.104, 0.846, -1.957], [1.011, -0.598, -1.416], [1.031, -1.820, -2.796], [2.163, -0.814, -0.449], [3.350, -1.030, -0.716], [1.740, -0.560, 0.919], [2.783, -0.425, 2.321], [0.386, -0.406, 0.920], [-0.385, -0.057, 2.028], [0.021, 0.963, 2.995], [-1.177, 1.798, 3.338], [-2.312, 1.009, 3.674], [-0.181, -0.818, -0.444], [-1.351, -0.025, -0.685], [-2.231, -0.476, -1.704], [-0.501, -2.229, -0.324], [-1.482, -2.628, 0.620], [1.291, 2.278, -4.289], [2.991, 1.783, -4.749], [3.232, 0.456, -2.677], [1.175, 1.581, -1.154], [0.170, 1.073, -2.536], [-1.375, 0.022, 1.787], [0.809, 1.586, 2.559], [0.411, 0.503, 3.900], [-0.909, 2.392, 4.217], [-1.353, 2.476, 2.506], [-2.139, 0.472, 4.460], [-1.876, -0.094, -2.646], [-3.212, -0.075, -1.549], [-2.300, -1.580, -1.747], [-2.180, -1.839, 0.823], [-1.069, -3.003, 1.589], [-2.102, -3.408, 0.173]],
  "multiplicity": 1,
  "gap_ev": 9.2
}

***

Please write out number 3 again, unchanged.
{
  "formula": "C16H16BN9O7Ti",
  "method": "the ωB97M-V functional and the def2-TZVPD basis",
  "elements": ["H", "N", "B", "N", "C", "Ti", "H", "C", "H", "C", "H", "C", "H", "H", "H", "N", "N", "N", "N", "C", "C", "H", "H", "C", "C", "C", "C", "H", "H", "H", "H", "H", "O", "N", "O", "C", "C", "C", "C", "O", "C", "C", "N", "O", "O", "N", "O", "O", "H", "H"],
  "coordinates": [[0.998, 3.513, -0.428], [0.562, 1.854, -1.686], [0.001, 0.389, -3.744], [0.379, 1.731, -3.061], [0.488, 2.936, -3.631], [0.676, 0.317, -0.426], [0.343, 3.023, -4.700], [0.766, 3.886, -2.644], [0.891, 4.945, -2.789], [0.823, 3.180, -1.440], [0.012, 0.470, -4.944], [-1.628, -3.525, 1.512], [-1.105, -4.388, 1.934], [-0.889, -2.861, 1.046], [-2.362, -3.812, 0.747], [-1.426, -0.016, -3.244], [0.924, -0.763, -3.264], [-1.603, -0.166, -1.886], [1.144, -1.006, -1.912], [-2.565, -0.303, -3.901], [1.547, -1.695, -3.991], [-2.609, -0.242, -4.972], [1.487, -1.664, -5.071], [-3.521, -0.656, -2.945], [2.191, -2.583, -3.121], [-2.873, -0.551, -1.698], [1.929, -2.120, -1.829], [-4.536, -0.940, -3.123], [2.767, -3.442, -3.400], [-3.263, -0.732, -0.708], [2.247, -2.482, -0.864], [-2.057, -2.903, 2.268], [0.390, 1.144, 7.341], [1.312, 1.051, 6.505], [2.521, 1.183, 6.801], [0.942, 0.772, 5.140], [-0.413, 0.670, 4.777], [-0.774, 0.414, 3.459], [0.215, 0.316, 2.445], [-0.166, 0.175, 1.185], [1.590, 0.473, 2.811], [1.938, 0.658, 4.161], [2.585, 0.402, 1.813], [3.774, 0.287, 2.094], [2.259, 0.514, 0.503], [-2.187, 0.356, 3.066], [-3.012, 0.931, 3.811], [-2.524, -0.273, 2.043], [-1.180, 0.806, 5.541], [2.991, 0.730, 4.416]],
  "multiplicity": 1,
  "gap_ev": [4.5, 4.5],
  "total_charge": 2
}

***

What did the third record say?
{
  "formula": "C16H16BN9O7Ti",
  "method": "the ωB97M-V functional and the def2-TZVPD basis",
  "elements": ["H", "N", "B", "N", "C", "Ti", "H", "C", "H", "C", "H", "C", "H", "H", "H", "N", "N", "N", "N", "C", "C", "H", "H", "C", "C", "C", "C", "H", "H", "H", "H", "H", "O", "N", "O", "C", "C", "C", "C", "O", "C", "C", "N", "O", "O", "N", "O", "O", "H", "H"],
  "coordinates": [[0.998, 3.513, -0.428], [0.562, 1.854, -1.686], [0.001, 0.389, -3.744], [0.379, 1.731, -3.061], [0.488, 2.936, -3.631], [0.676, 0.317, -0.426], [0.343, 3.023, -4.700], [0.766, 3.886, -2.644], [0.891, 4.945, -2.789], [0.823, 3.180, -1.440], [0.012, 0.470, -4.944], [-1.628, -3.525, 1.512], [-1.105, -4.388, 1.934], [-0.889, -2.861, 1.046], [-2.362, -3.812, 0.747], [-1.426, -0.016, -3.244], [0.924, -0.763, -3.264], [-1.603, -0.166, -1.886], [1.144, -1.006, -1.912], [-2.565, -0.303, -3.901], [1.547, -1.695, -3.991], [-2.609, -0.242, -4.972], [1.487, -1.664, -5.071], [-3.521, -0.656, -2.945], [2.191, -2.583, -3.121], [-2.873, -0.551, -1.698], [1.929, -2.120, -1.829], [-4.536, -0.940, -3.123], [2.767, -3.442, -3.400], [-3.263, -0.732, -0.708], [2.247, -2.482, -0.864], [-2.057, -2.903, 2.268], [0.390, 1.144, 7.341], [1.312, 1.051, 6.505], [2.521, 1.183, 6.801], [0.942, 0.772, 5.140], [-0.413, 0.670, 4.777], [-0.774, 0.414, 3.459], [0.215, 0.316, 2.445], [-0.166, 0.175, 1.185], [1.590, 0.473, 2.811], [1.938, 0.658, 4.161], [2.585, 0.402, 1.813], [3.774, 0.287, 2.094], [2.259, 0.514, 0.503], [-2.187, 0.356, 3.066], [-3.012, 0.931, 3.811], [-2.524, -0.273, 2.043], [-1.180, 0.806, 5.541], [2.991, 0.730, 4.416]],
  "multiplicity": 1,
  "gap_ev": [4.5, 4.5],
  "total_charge": 2
}